[1]
Here is the ion C29H23O6 with charge -1 at a distorted geometry from OMol25. Energies are from ωB97M-V/def2-TZVPD.

Computed properties:
- SMILES: CC1(C)OC(=O)C(Cc2ccccc2)([C@@H](C2=C([O-])c3ccccc3C2=O)c2ccccc2)C(=O)O1
- Total charge: -1
- Energy: -1570.36698 Ha
- E_HOMO: -4.024 eV
- HOMO-LUMO gap: 6.898 eV

Cartesian coordinates (Å):
C 0.6609 1.9080 3.4453
C 1.6319 1.2443 2.4294
C 3.0500 1.3431 2.9880
O 1.2346 -0.1219 2.1533
C 0.1616 -0.3078 1.2367
O -0.4691 -1.3248 1.3295
C -0.0816 0.7118 0.1580
C -1.5412 1.2111 0.1850
C -2.0347 1.6104 1.5494
C -2.2265 2.9538 1.8936
C -3.1198 3.2818 2.9266
C -3.9030 2.2675 3.5370
C -3.5621 0.9087 3.2961
C -2.5802 0.5868 2.3425
C -0.0094 -0.0264 -1.4606
C 1.0530 -0.9106 -1.6437
C 1.0691 -2.0447 -2.5647
O 0.2006 -2.6170 -3.1685
C 2.4825 -2.4538 -2.6745
C 2.9740 -3.5163 -3.4075
C 4.3425 -3.7239 -3.3773
C 5.1734 -2.9101 -2.5907
C 4.6467 -1.8575 -1.8257
C 3.2854 -1.6301 -1.8948
C 2.4149 -0.6094 -1.2218
O 2.7863 0.2898 -0.4566
C -1.2973 -0.6298 -1.9062
C -1.6808 -1.9683 -1.6272
C -3.0026 -2.3641 -1.9262
C -3.8890 -1.4830 -2.5666
C -3.3965 -0.2024 -2.9995
C -2.1448 0.2391 -2.5928
C 0.6775 1.9932 0.3704
O 0.2796 3.0620 -0.0806
O 1.7384 2.0071 1.1953
H -0.3741 2.0184 3.0796
H 0.6161 1.2893 4.3674
H 1.0538 2.9102 3.7167
H 3.7363 1.1012 2.1738
H 3.1974 2.3974 3.2791
H 3.1891 0.6819 3.8572
H -1.5003 2.0658 -0.4753
H -2.2237 0.4338 -0.2017
H -1.7704 3.7223 1.2574
H -3.2783 4.3453 3.1851
H -4.7814 2.5320 4.1812
H -4.1373 0.0902 3.7702
H -2.3327 -0.4564 2.1007
H 0.2037 1.0691 -1.7748
H 2.2687 -4.1381 -3.9358
H 4.7642 -4.5357 -3.9529
H 6.2388 -3.1027 -2.5457
H 5.2396 -1.2264 -1.1606
H -1.0340 -2.6625 -1.0898
H -3.3216 -3.3832 -1.6864
H -4.9141 -1.8336 -2.8271
H -3.9474 0.4818 -3.6580
H -1.8167 1.2832 -2.7109

---

[2]
Here is a structure of composition C29H24BrN11O6S2SeV at a distorted geometry from OMol25. Energies are from ωB97M-V/def2-TZVPD.

Computed properties:
- Multiplicity: 4
- Energy above the lowest of the compared OMol25 structures with the same formula, charge and spin: 215.0 kJ/mol
- Total charge: -2
- Energy: -8889.08944 Ha
- E_HOMO (alpha / beta): -0.963 / -2.319 eV
- HOMO-LUMO gap (alpha / beta): 5.196 / 6.551 eV

Cartesian coordinates (Å):
V 0.1048 0.3164 -0.5808
N 2.2877 0.8098 2.9959
C 1.8832 0.8408 1.6732
S 0.6325 1.9410 1.2514
N 2.5336 0.1357 0.8030
N 2.0173 0.2016 -0.4540
C 2.8798 0.1483 -1.4260
C 2.5616 0.5192 -2.7658
C 3.4781 0.3101 -3.8004
C 3.2388 0.7628 -5.0809
C 2.0768 1.4789 -5.3444
C 1.1775 1.7505 -4.3371
C 1.3670 1.2799 -3.0171
O 0.5168 1.5673 -2.1006
H 1.5893 1.2161 3.6039
H 2.5746 -0.1121 3.2969
H 3.9272 -0.0620 -1.1886
H 4.4005 -0.2122 -3.5748
H 3.9517 0.5620 -5.8687
H 1.8821 1.8305 -6.3500
H 0.2879 2.3341 -4.5324
N 0.0109 1.8273 7.4897
C -0.2749 1.2176 6.2640
C -0.7931 1.9522 5.1987
C -1.0234 1.3517 3.9703
C -0.7323 0.0099 3.7877
C -0.2478 -0.7315 4.8501
C -0.0041 -0.1350 6.0723
S -1.2929 -0.8364 2.2680
O -1.7093 -2.1392 2.7214
O -2.3674 0.0259 1.8278
N -0.1885 -0.9576 1.0721
C 0.7651 -1.8234 1.3877
N 0.9939 -2.0430 2.7018
C 1.8318 -2.9981 3.0326
C 2.4997 -3.7719 2.1001
C 2.2914 -3.3946 0.7783
N 1.4748 -2.4363 0.4210
H -0.5188 2.6679 7.6672
H 0.0070 1.1938 8.2767
H -1.0253 2.9984 5.3441
H -1.4486 1.9091 3.1509
H -0.0691 -1.7812 4.7018
H 0.3733 -0.7186 6.9017
H 1.9898 -3.1290 4.1021
H 3.1499 -4.5861 2.3730
H 2.8208 -3.8858 -0.0337
Br -2.0575 -0.5577 -5.7655
C -0.9149 -1.1625 -4.3905
C -0.0228 -2.1920 -4.6473
C 0.8107 -2.5468 -3.5895
C 0.7087 -1.8826 -2.3841
N -0.1510 -0.8805 -2.1601
C -0.9592 -0.5294 -3.1707
H 0.0208 -2.6780 -5.6116
H 1.5308 -3.3444 -3.7077
H 1.3061 -2.1720 -1.5301
H -1.6398 0.3026 -3.0194
O -2.9677 -2.7926 -2.3010
N -2.2909 -3.4740 -1.5112
O -2.4553 -4.6839 -1.4441
O -1.4339 -2.9100 -0.8220
Se -2.8546 -0.6264 -0.6864
N -1.7403 0.7159 -0.6648
C -2.4042 1.8574 -0.9191
C -1.8369 3.1333 -0.9910
C -2.6414 4.2002 -1.3209
C -4.0077 4.0198 -1.5689
C -4.5932 2.7785 -1.4912
C -3.8022 1.6664 -1.1643
N -4.2257 0.3929 -1.0911
H -0.7793 3.2477 -0.7973
H -2.2166 5.1925 -1.3866
H -4.6139 4.8774 -1.8342
H -5.6515 2.6401 -1.6622

---

[3]
Here is a structure of composition C29H24BrN3O5STa from OMol25. Energies are from ωB97M-V/def2-TZVPD.

Computed properties:
- Energy above the lowest of the compared OMol25 structures with the same formula, charge and spin: 17.0 kJ/mol
- Total charge: +3
- Energy: -4688.48068 Ha
- E_HOMO: -15.842 eV
- HOMO-LUMO gap: 5.807 eV

Cartesian coordinates (Å):
Ta -0.1615 0.5658 0.5853
C 2.7474 3.8702 1.1524
C 2.0194 5.0237 0.8902
C 0.6647 4.9305 0.6073
C 0.0605 3.6838 0.6011
N 0.7746 2.5693 0.8513
C 2.0915 2.6592 1.1123
C -1.3709 3.4498 0.3159
C -2.2720 4.4744 0.1072
C -3.5949 4.1677 -0.1885
C -3.9716 2.8393 -0.2686
C -3.0241 1.8623 -0.0342
N -1.7444 2.1446 0.2631
H 3.8044 3.9048 1.3740
H 2.5035 5.9915 0.8992
H 0.0975 5.8220 0.3873
H 2.6217 1.7302 1.2874
H -1.9584 5.5053 0.1696
H -4.3126 4.9598 -0.3565
H -4.9860 2.5525 -0.5060
H -3.2814 0.8168 -0.0813
C 3.2792 -5.4254 0.8392
O 1.8691 -5.6643 0.6204
C 1.0119 -4.6879 0.6126
C -0.3416 -5.0726 0.3995
C -1.3191 -4.1377 0.3953
C -1.0288 -2.7464 0.5849
C -2.0460 -1.8015 0.6737
C -3.4992 -2.1159 0.5876
O -1.7922 -0.5279 0.8762
C 0.3481 -2.4026 0.7599
O 0.6758 -1.0950 0.9055
C 1.3547 -3.3288 0.7979
H 3.7361 -6.4074 0.8046
H 3.4271 -4.9754 1.8196
H 3.6724 -4.7987 0.0404
H -0.5516 -6.1226 0.2532
H -2.3415 -4.4485 0.2360
H -3.7494 -3.0754 1.0324
H -3.7910 -2.1496 -0.4670
H -4.0721 -1.3349 1.0811
H 2.3750 -3.0100 0.9453
Br 4.5408 0.3016 -5.2346
C 2.7682 -0.0570 -4.7454
C 1.8876 -0.6111 -5.6756
C 0.5663 -0.8846 -5.3376
C 0.1091 -0.6103 -4.0645
C 0.9989 -0.0569 -3.1312
C 2.3308 0.2255 -3.4677
C 0.5336 0.2433 -1.8175
O 1.2769 0.7582 -0.8796
O -0.6686 0.0399 -1.3845
H 2.2429 -0.8291 -6.6742
H -0.0960 -1.3076 -6.0796
H -0.9146 -0.8145 -3.7847
H 3.0047 0.6570 -2.7411
S -0.2217 1.6029 5.1998
C -0.4743 -0.0590 4.9080
C -0.4345 -0.3138 3.5831
N -0.2014 0.8025 2.7880
C -0.0767 1.8830 3.5572
H -0.6296 -0.7575 5.7146
H -0.5589 -1.2819 3.1283
H 0.0925 2.8743 3.1717

---

Among the records above, which one has the lowest energy? C29H24BrN11O6S2SeV

---

Among the records above, which one has the lowest total charge? C29H24BrN11O6S2SeV

---

Which value of energy does entry 3 give? -4688.48068 Ha

---

Which of these has the lowest total charge? C29H24BrN11O6S2SeV